Here is a structure of composition C21H19Cl53FInN3 in a non-equilibrium geometry from OMol25. Energies are from wB97M-V/def2-TZVPD.

Structure (ORCA input):
```
! RIJCOSX wB97M-V def2-TZVPD def2/J DEFGRID3
* xyz -1 1
C 4.372 1.246 1.465
C 3.470 2.465 1.675
Cl 2.561 2.225 3.222
C 2.518 2.631 0.514
In 1.165 4.415 0.643
F 1.823 5.728 -0.841
C -0.965 3.957 0.104
C -1.825 3.805 1.375
C -2.331 2.388 1.753
C -2.051 1.248 0.806
N -0.599 0.984 0.634
C -0.353 -0.330 0.270
N -0.628 -0.734 -0.887
N 0.236 -1.230 1.237
H 5.099 1.505 0.704
H 4.907 0.975 2.372
H 3.756 0.407 1.154
H 4.140 3.313 1.744
H 3.164 2.771 -0.352
H 2.012 1.675 0.377
H 1.298 5.103 2.273
H -1.302 4.860 -0.404
H -1.045 3.163 -0.629
H -2.679 4.477 1.326
H -1.249 4.172 2.221
H -3.407 2.431 1.899
H -1.933 2.113 2.729
H -2.483 1.366 -0.181
H -2.499 0.332 1.210
H -0.109 1.194 1.498
H -0.381 -1.719 -0.959
H 0.685 -0.692 1.973
H -0.540 -1.744 1.643
C -3.749 -3.213 -1.305
Cl -2.193 -3.855 -0.774
Cl -4.436 -4.290 -2.541
Cl -4.849 -3.131 0.075
Cl -3.514 -1.600 -1.970
C 3.558 2.093 -3.857
Cl 2.822 0.700 -3.057
Cl 3.045 3.536 -3.015
Cl 5.323 1.936 -3.795
Cl 3.005 2.183 -5.534
C 1.980 -4.179 -0.904
Cl 3.581 -4.753 -0.366
Cl 1.298 -5.285 -2.104
Cl 0.907 -4.081 0.489
Cl 2.136 -2.586 -1.633
C -5.037 -1.135 -6.118
Cl -4.732 -2.242 -4.776
Cl -3.790 0.116 -6.144
Cl -5.008 -2.028 -7.646
Cl -6.624 -0.380 -5.910
C 2.738 -9.259 -0.918
Cl 3.086 -7.563 -0.567
Cl 3.006 -9.570 -2.639
Cl 3.795 -10.306 0.041
Cl 1.050 -9.593 -0.517
C -0.612 4.423 -5.254
Cl -0.142 4.904 -3.629
Cl -2.378 4.489 -5.407
Cl 0.116 5.525 -6.435
Cl -0.055 2.774 -5.584
C 2.168 9.063 0.880
Cl 2.378 10.737 1.442
Cl 2.664 8.935 -0.806
Cl 3.158 7.990 1.870
Cl 0.472 8.607 1.029
C -1.949 -9.756 -3.416
Cl -1.376 -10.404 -4.957
Cl -1.023 -8.310 -3.005
Cl -3.661 -9.338 -3.552
Cl -1.742 -10.979 -2.153
C -4.790 -4.507 4.232
Cl -4.455 -5.588 5.590
Cl -3.554 -3.244 4.156
Cl -4.779 -5.428 2.726
Cl -6.377 -3.759 4.446
C 8.531 0.602 0.331
Cl 7.564 0.982 -1.094
Cl 10.211 0.319 -0.151
Cl 8.463 1.953 1.466
Cl 7.889 -0.851 1.107
C -10.419 -3.529 2.758
Cl -12.152 -3.236 2.939
Cl -9.528 -2.504 3.888
Cl -10.067 -5.226 3.105
Cl -9.924 -3.150 1.106
C -0.962 -5.586 7.875
Cl 0.433 -6.660 7.722
Cl -2.394 -6.543 8.283
Cl -0.660 -4.410 9.159
Cl -1.225 -4.738 6.350
C 5.582 12.074 -0.907
Cl 6.396 11.615 -2.409
Cl 6.357 13.520 -0.238
Cl 3.884 12.422 -1.244
Cl 5.706 10.752 0.255
*
```

The highest occupied orbital energy is -4.941 eV. The value obtained for the total energy is -698132.1429 eV.